IO3P | the ωB97M-V functional and the def2-TZVPD basis

Values from the calculation:
Energy above the lowest of the compared OMol25 structures with the same formula, charge and spin (kcal/mol): 10.7
E_tot (eV): -23534.772
SMILES: O=P([O-])([O-])I
Maximum force (Eh/bohr): 0.1194
Net charge: -2
2S+1: 1
HOMO level (eV): -0.320
LUMO (eV): 5.7

Structure (XYZ):
```
5
Properties=species:S:1:pos:R:3:forces:R:3:mulliken_charge:R:1
O 1.0201 -1.3183 0.0138 -1.27 1.66 -0.28 -0.6976
O -0.1232 0.3444 -1.5964 -1.02 0.35 -1.69 -0.6297
O 0.8539 1.2591 0.6718 -1.54 -3.10 -2.35 -0.7419
P 0.3270 0.0357 -0.2420 4.34 1.24 4.16 0.7677
I -2.0778 -0.3209 1.1528 -0.51 -0.15 0.16 -0.6985
```
Forces are in eV/Å.